[1]
68
Properties=species:S:1:pos:R:3:forces:R:3:mulliken_charge:R:1 method="wB97M-V/def2-TZVPD" relative_energy_kcal_mol=11.3 homo_lumo_gap_ev=9.03 largest_force_ha_per_bohr=0.0302 homo_energy_ev=-13.03 charge=+1 energy_ev=-108976.7374
Br -2.12192 2.30866 -4.22060 0.1 0.1 0.2 -0.1211
O -2.36506 -1.76626 1.11157 -0.4 -0.4 0.0 -0.2750
O -2.89174 -3.07444 -0.48777 0.8 -0.6 -0.3 -0.1662
N -4.25692 -1.25339 6.09225 0.0 0.0 0.0 -0.3948
N 5.99922 -0.70745 -0.26250 0.1 -0.2 0.1 -0.4064
N -1.85060 -0.40398 -1.74091 -0.3 0.0 0.2 0.4477
N 5.81307 3.07718 1.47813 0.0 0.0 0.1 -0.4155
N 0.52080 -5.23542 -4.01998 -0.2 0.1 0.1 -0.4107
N -6.19178 1.35622 2.21096 0.1 0.0 0.0 -0.4246
N -3.20040 -1.95738 0.32035 0.2 0.7 0.0 0.1471
C 6.52710 3.58513 2.21975 0.0 0.1 0.0 0.5238
C -0.22013 -5.92812 -3.48114 0.0 -0.1 0.0 0.4632
C 1.54009 1.13170 -2.29865 0.1 -1.0 0.4 -2.0049
C 6.36850 -0.39151 0.77697 0.0 0.0 0.0 0.4263
C -1.14690 -6.82064 -2.79833 -0.2 -0.2 0.2 -0.8862
C 0.35452 0.18235 -2.20522 1.1 0.7 -0.5 0.6143
C -3.86218 1.96014 -1.97739 0.2 -0.8 -0.1 -1.4502
C 6.83601 0.01366 2.09247 0.2 0.0 0.5 -0.7213
C 1.83245 1.61150 0.18779 -0.2 -0.6 -0.8 -1.0538
C -5.99797 1.67709 3.29635 0.0 0.0 0.0 0.3856
C -2.47120 2.52532 -2.30959 -0.7 0.3 0.5 0.0021
C -0.91477 0.55257 -1.81575 0.1 0.7 0.1 -0.0497
C -4.40996 -1.88265 3.57191 -0.1 -0.2 -0.4 -0.5708
C 2.44832 0.87766 -1.04928 -0.3 0.7 0.0 0.9992
C -0.40227 -2.08607 -2.43640 1.3 -0.7 -0.4 -0.7272
C 0.61116 -1.14131 -2.52865 -0.4 -0.3 0.2 -0.1242
C -4.31483 -1.54715 4.98462 -0.1 0.1 0.0 0.2242
C -1.31626 1.95983 -1.46265 -0.6 -0.1 -0.1 -0.7820
C -2.78375 -2.65893 -1.86314 -0.5 0.9 0.6 -1.2675
C -1.62588 -1.68866 -2.02834 -1.2 -1.0 -0.1 0.8317
C 3.91733 1.24584 -1.31327 -0.5 -0.5 0.4 -1.4086
C -5.75294 2.07664 4.67424 0.1 0.1 0.4 -0.8125
C 7.43490 4.22930 3.15737 0.3 0.2 0.3 -0.9609
H -4.68490 2.16120 4.87137 0.0 -0.1 -0.1 0.2667
H 2.39882 -0.19690 -0.83081 0.2 0.1 -0.1 0.2512
H 4.40520 1.33858 -0.34174 0.1 0.2 -0.3 0.1546
H 1.25140 2.17990 -2.36617 0.1 -0.1 -0.1 0.5324
H 6.35016 0.92964 2.41642 -0.1 0.0 -0.2 0.0998
H -6.20375 3.04200 4.90089 -0.1 0.0 -0.2 0.3181
H 1.29208 0.87724 0.79687 0.2 0.3 0.2 0.2439
H -2.79143 -0.17292 -1.43106 0.1 0.3 -0.1 0.2677
H 1.60800 -1.44881 -2.82929 -0.1 0.1 0.0 0.5937
H -4.02293 1.04249 -2.56066 -0.2 0.2 0.0 0.4107
H -1.13183 -7.81498 -3.24231 0.1 0.1 -0.1 0.3376
H -4.22253 -2.94308 3.40268 0.0 0.0 0.2 0.3499
H -2.63139 -3.55833 -2.45365 -0.1 0.1 0.1 0.4836
H 7.11805 4.06577 4.18671 -0.1 -0.1 -0.1 0.2853
H 7.47456 5.30456 2.98888 -0.1 0.0 -0.1 0.3235
H -0.88922 -6.92383 -1.74483 0.1 0.1 0.0 0.2776
H -0.48307 2.65110 -1.54200 0.1 -0.3 0.0 0.2568
H -3.72109 -2.14283 -2.12029 0.1 -0.3 -0.3 0.3443
H 1.08088 2.31778 -0.17340 0.3 0.3 0.4 0.1458
H 4.39302 0.39094 -1.79765 0.1 0.4 -0.3 0.4186
H 7.91089 0.19305 2.09003 0.0 -0.1 -0.2 0.2610
H 8.44718 3.83992 3.05482 -0.1 -0.1 -0.1 0.2814
H 6.63313 -0.75233 2.84069 0.0 -0.1 -0.2 0.3142
H -1.63837 1.96317 -0.41062 0.0 0.1 -0.1 0.4119
H -2.51084 3.60063 -2.12455 0.2 -0.1 -0.2 0.5175
H 2.07918 0.83446 -3.20538 0.0 0.3 0.1 0.4873
H -0.19728 -3.12947 -2.68359 -0.2 0.3 0.0 0.2365
H -3.69141 -1.32014 2.98259 0.0 0.1 0.2 0.1029
H -4.68265 2.63862 -2.21122 0.2 0.0 -0.1 0.3533
H -3.95304 1.67519 -0.91847 0.1 0.3 -0.1 0.4122
H -2.16953 -6.44878 -2.85651 0.1 0.1 -0.1 0.2659
H -6.15702 1.34854 5.37670 0.0 -0.1 -0.1 0.2734
H 2.60115 2.11927 0.77061 -0.2 0.0 0.0 0.4095
H 4.03463 2.16660 -1.89132 0.0 -0.1 0.1 0.3639
H -5.40208 -1.65571 3.18110 0.0 0.1 0.1 0.3162

=====

[2]
13
Properties=species:S:1:pos:R:3:forces:R:3:mulliken_charge:R:1 method="wB97M-V/def2-TZVPD" relative_energy_kcal_mol=32.3 homo_lumo_gap_ev=9.71 largest_force_ha_per_bohr=0.0838 homo_energy_ev=-13.64 charge=+1 energy_ev=-5758.4619
N 1.85108 0.16874 -1.07047 0.2 -1.9 -2.9 -0.3591
C -2.11198 0.26470 1.61293 -2.7 -3.2 1.0 -0.6264
C -0.32712 -0.10647 0.02620 1.1 1.8 -1.6 -0.2240
C 0.58418 -0.61687 -0.84674 -1.5 -2.0 0.1 0.0162
C -1.55024 -0.56080 0.74550 0.4 -2.0 -2.0 -0.2232
H 0.47763 -1.56807 -1.44416 0.6 1.1 1.0 0.3682
H -1.81325 1.23127 1.55086 0.9 2.9 0.7 0.2594
H -2.98660 -0.07186 2.29840 1.7 0.8 -1.5 0.2449
H 2.75585 -0.46004 -1.05998 -2.2 1.7 0.5 0.4084
H 1.74851 0.84127 -0.35986 1.1 1.3 1.4 0.3084
H -1.96973 -1.58605 0.45100 0.9 1.5 0.9 0.2728
H -0.10306 1.01401 0.04098 -0.5 -1.2 1.3 0.1918
H 1.84394 0.68795 -1.99739 0.1 -0.8 1.1 0.3626